Entry i
This record from the OMol25 dataset describes a 12-piece molecular cluster, BF4H22O11 overall. The level of theory is the ωB97M-V functional and the def2-TZVPD basis.

Each line ends with the natural charge from an NBO analysis.
Atoms and positions in Å:
B1 -0.257 -0.317 -0.113  1.33
F1 0.758 0.589 0.240  -0.57
F2 -0.039 -1.582 0.421  -0.55
F3 -1.493 0.143 0.404  -0.58
F4 -0.331 -0.364 -1.518  -0.57
O1 1.683 0.576 2.757  -0.96
H1 1.325 1.352 3.197  0.47
H2 1.237 0.542 1.880  0.50
O2 2.972 -2.747 1.267  -0.98
H3 2.191 -2.498 1.811  0.51
H4 2.614 -3.305 0.569  0.47
O3 0.206 3.346 0.748  -0.95
H5 0.746 2.643 0.362  0.49
H6 0.325 3.249 1.697  0.46
O4 -2.783 -2.276 -1.436  -0.96
H7 -2.013 -1.721 -1.251  0.48
H8 -2.901 -2.792 -0.632  0.47
O5 0.642 2.369 -2.179  -0.96
H9 0.128 1.851 -1.544  0.48
H10 0.133 3.177 -2.304  0.48
O6 -1.888 -0.512 3.085  -0.97
H11 -2.843 -0.626 3.044  0.47
H12 -1.648 -0.152 2.211  0.49
O7 1.726 0.278 -3.894  -0.97
H13 1.219 -0.425 -3.476  0.47
H14 1.614 1.038 -3.302  0.49
O8 1.192 -2.026 3.365  -1.00
H15 1.460 -1.088 3.228  0.50
H16 0.230 -1.993 3.446  0.48
O9 -3.524 2.052 -0.388  -0.96
H17 -2.866 1.431 -0.042  0.49
H18 -3.194 2.919 -0.129  0.46
O10 3.371 -0.225 -0.318  -0.98
H19 2.444 0.020 -0.444  0.47
H20 3.333 -1.096 0.119  0.49
O11 -1.925 -0.649 -4.019  -0.95
H21 -1.838 -1.343 -3.356  0.48
H22 -2.004 0.162 -3.507  0.47

The charge is -1. The value obtained for the gap between HOMO and LUMO is 10.04 eV.

***

Entry ii
This record from the OMol25 dataset describes a 12-piece molecular cluster, BF4H22O11 overall. The level of theory is the ωB97M-V functional and the def2-TZVPD basis.

Each line ends with the natural charge from an NBO analysis.
Atoms and positions in Å:
B1 -0.264 0.862 -0.146  1.33
F1 -1.296 1.752 0.088  -0.58
F2 -0.394 -0.388 0.504  -0.59
F3 -0.253 0.640 -1.501  -0.58
F4 0.928 1.443 0.201  -0.58
O1 -1.320 -4.123 -0.283  -0.95
H1 -1.313 -4.027 -1.236  0.47
H2 -1.253 -3.228 0.048  0.48
O2 2.383 0.738 3.674  -0.95
H3 3.315 0.865 3.495  0.46
H4 1.951 0.927 2.841  0.49
O3 -3.982 -3.627 3.045  -0.94
H5 -3.176 -3.167 3.277  0.48
H6 -4.664 -2.957 3.098  0.46
O4 3.545 -0.104 -3.882  -0.94
H7 2.653 -0.056 -4.226  0.47
H8 3.870 0.795 -3.932  0.47
O5 -0.109 -3.029 4.194  -0.95
H9 0.191 -2.489 4.926  0.47
H10 0.386 -2.707 3.440  0.48
O6 -5.683 1.250 -0.576  -0.95
H11 -5.514 1.188 -1.517  0.47
H12 -4.813 1.253 -0.176  0.48
O7 1.684 5.188 1.526  -0.95
H13 1.399 4.289 1.364  0.48
H14 2.225 5.409 0.768  0.46
O8 -2.834 -2.881 -3.830  -0.94
H15 -3.533 -3.056 -3.199  0.47
H16 -2.583 -1.972 -3.665  0.47
O9 3.127 -2.162 0.002  -0.95
H17 2.368 -1.778 0.441  0.48
H18 2.983 -1.981 -0.927  0.47
O10 -1.975 4.196 -2.775  -0.95
H19 -1.995 3.263 -2.561  0.48
H20 -1.915 4.636 -1.927  0.47
O11 5.496 1.914 -0.424  -0.95
H21 4.598 1.607 -0.554  0.48
H22 5.767 1.521 0.405  0.47

The charge is -1. The value obtained for the gap between HOMO and LUMO is 11.27 eV.

***

entry i wins, 1.687 eV ahead of the next structure.

***

Entry i
This record from the OMol25 dataset describes CH6N4O2 as an isolated structure. The level of theory is the ωB97M-V functional and the def2-TZVPD basis.

Each line ends with the natural charge from an NBO analysis.
Atoms and positions in Å:
C1 -0.392 0.517 0.094  0.43
H1 1.374 -1.837 0.457  0.39
H2 1.308 -1.949 -1.242  0.42
H3 1.714 0.700 -0.238  0.41
H4 -2.403 -0.075 0.255  0.41
H5 -0.025 -1.779 -0.177  0.43
H6 -0.166 3.464 0.877  0.49
N1 0.909 -1.301 -0.439  -0.62
N2 0.759 0.137 -0.593  -0.43
N3 -1.375 -0.418 0.550  -0.41
N4 -0.707 1.713 0.395  -0.23
O1 -1.269 -1.837 -0.325  -0.72
O2 0.271 2.663 0.388  -0.58

The value obtained for the gap between HOMO and LUMO is 8.08 eV.

***

Entry ii
This record from the OMol25 dataset describes CH6N4O2 as an isolated structure. The level of theory is the ωB97M-V functional and the def2-TZVPD basis.

Each line ends with the natural charge from an NBO analysis.
Atoms and positions in Å:
C1 0.103 -0.384 0.112  0.47
H1 -2.224 -0.749 1.139  0.36
H2 -2.785 -1.593 -0.134  0.36
H3 1.928 -1.749 0.092  0.37
H4 2.426 0.175 -1.179  0.45
H5 0.436 1.462 1.542  0.36
H6 -1.797 1.577 -0.465  0.48
N1 -2.220 -0.754 0.118  -0.72
N2 -0.837 -0.997 -0.565  -0.33
N3 1.560 -0.699 0.295  -0.35
N4 -0.319 0.914 0.566  -0.36
O1 2.564 0.094 -0.142  -0.53
O2 -0.800 1.647 -0.429  -0.55

The value obtained for the gap between HOMO and LUMO is 9.25 eV.

***

entry ii wins, 0.351 eV ahead of the next structure.

***

Entry i
This record from the OMol25 dataset describes C11H11NOS as an isolated structure. The level of theory is the ωB97M-V functional and the def2-TZVPD basis.

Each line ends with the natural charge from an NBO analysis.
Atoms and positions in Å:
C1 -1.499 -1.280 -0.172  0.28
C2 -1.683 2.482 -1.867  -0.23
C3 -1.915 2.267 -0.529  -0.18
C4 -0.317 2.247 -2.201  -0.18
C5 -0.959 1.808 0.404  -0.23
C6 0.730 1.926 -1.249  -0.25
C7 0.410 1.641 0.076  -0.24
C8 0.927 -3.000 1.624  -0.44
C9 -0.223 -2.130 1.850  -0.06
C10 0.549 -2.879 0.148  -0.38
C11 -0.523 -1.957 0.568  -0.17
N1 -2.407 -0.694 -0.560  -0.30
O1 3.060 0.718 0.484  -0.82
S1 1.581 0.980 1.184  0.57
H1 -2.426 2.510 -2.652  0.23
H2 -2.978 2.075 -0.268  0.22
H3 -0.050 2.616 -3.161  0.20
H4 -1.382 1.659 1.397  0.22
H5 1.776 1.829 -1.517  0.21
H6 1.916 -2.535 1.896  0.22
H7 0.919 -3.921 2.177  0.22
H8 -0.659 -1.801 2.761  0.20
H9 3.431 1.644 0.369  0.49
H10 1.421 -2.458 -0.467  0.21
H11 0.301 -3.746 -0.295  0.21

The value obtained for the gap between HOMO and LUMO is 8.49 eV.

***

Entry ii
This record from the OMol25 dataset describes one molecule with the formula C11H11NOS. The level of theory is the ωB97M-V functional and the def2-TZVPD basis.

Each line ends with the natural charge from an NBO analysis.
Atoms and positions in Å:
C1 -2.743 0.190 -1.353  -0.20
C2 -2.185 -1.078 -1.347  -0.20
C3 -2.053 1.219 -0.715  -0.20
C4 -1.023 -1.439 -0.816  -0.21
C5 -0.885 0.898 0.090  0.04
C6 -0.412 -0.466 -0.004  0.12
C7 1.141 2.429 0.190  -0.23
C8 2.094 1.753 -0.358  -0.19
C9 -0.197 1.944 0.827  -0.46
C10 1.484 -1.680 0.727  -0.27
C11 2.925 -0.947 0.665  -0.56
N1 0.604 -0.600 0.792  -0.37
O1 2.112 -0.484 -1.826  -0.98
S1 2.862 0.234 -0.818  1.25
H1 -3.568 0.636 -1.962  0.23
H2 -2.884 -1.872 -1.828  0.21
H3 -2.438 2.183 -0.872  0.21
H4 -0.559 -2.475 -0.897  0.23
H5 1.093 3.527 0.212  0.23
H6 -0.872 2.888 0.893  0.22
H7 0.153 1.805 1.944  0.26
H8 1.369 -2.312 -0.166  0.19
H9 1.333 -2.201 1.645  0.22
H10 3.196 -0.396 1.568  0.23
H11 3.760 -1.776 0.380  0.23

The value obtained for the gap between HOMO and LUMO (alpha / beta) is 6.94 / 7.19 eV.

***

entry i wins, 2.890 eV ahead of the next structure.

***

Entry i
This record from the OMol25 dataset describes one molecule with the formula BH3O3. The level of theory is the ωB97M-V functional and the def2-TZVPD basis.

Each line ends with the natural charge from an NBO analysis.
Atoms and positions in Å:
O1 0.989 0.234 -1.058  -0.89
B1 0.378 -0.051 0.083  1.27
O2 0.760 0.369 1.295  -0.89
O3 -1.152 -0.803 -0.008  -0.96
H1 0.454 -0.106 -1.767  0.51
H2 0.076 0.354 1.884  0.50
H3 -1.506 0.002 -0.430  0.45

Its SMILES is OB(O)O. The value obtained for the gap between HOMO and LUMO is 11.29 eV.

***

Entry ii
This record from the OMol25 dataset describes a 2-piece molecular cluster, BH3O3 overall. The level of theory is the ωB97M-V functional and the def2-TZVPD basis.

Each line ends with the natural charge from an NBO analysis.
Atoms and positions in Å:
O1 1.400 0.267 1.583  -0.84
B1 0.623 1.025 1.046  1.21
O2 -0.412 1.800 0.750  -0.89
H1 -1.009 1.283 0.197  0.52
O3 -0.808 -0.131 -2.349  -0.94
H2 -0.064 0.330 -1.946  0.46
H3 -0.522 -0.247 -3.259  0.48

Its SMILES is O=BO.O. The value obtained for the gap between HOMO and LUMO is 11.80 eV.

***

entry i wins, 0.836 eV ahead of the next structure.

***

Entry i
This record from the OMol25 dataset describes a 3-piece molecular cluster, C3H10O4 overall. The level of theory is the ωB97M-V functional and the def2-TZVPD basis.

Each line ends with the natural charge from an NBO analysis.
Atoms and positions in Å:
C1 -1.656 0.136 -1.825  -0.62
C2 -0.571 1.124 -1.819  -0.51
C3 0.466 0.894 -0.562  0.82
O1 1.603 0.480 -0.823  -0.64
O2 -0.211 0.983 0.542  -0.71
H1 -2.655 0.370 -1.152  0.21
H2 -1.410 -0.835 -1.335  0.21
H3 -1.837 -0.197 -2.841  0.22
H4 0.036 0.917 -2.770  0.22
H5 -1.082 2.136 -1.858  0.23
H6 0.040 0.414 1.389  0.53
O3 -0.343 -0.931 2.555  -0.98
H7 0.571 -1.370 2.630  0.51
H8 -0.858 -1.082 3.328  0.49
O4 2.839 -1.325 1.662  -0.95
H9 2.676 -0.486 2.085  0.46
H10 2.395 -1.229 0.794  0.49

Its SMILES is CCC(=O)O.O.O. The value obtained for the gap between HOMO and LUMO is 10.34 eV.

***

Entry ii
This record from the OMol25 dataset describes a 3-piece molecular cluster, C3H10O4 overall. The level of theory is the ωB97M-V functional and the def2-TZVPD basis.

Each line ends with the natural charge from an NBO analysis.
Atoms and positions in Å:
O1 0.046 -0.556 -0.500  -0.72
C1 -0.696 0.335 0.265  0.20
O2 -0.189 0.318 1.638  -0.61
C2 -2.071 -0.166 0.293  0.37
C3 -2.447 -1.480 -0.280  -0.77
H1 -0.791 -0.288 2.086  0.45
H2 -0.583 1.353 -0.133  0.25
H3 -2.867 0.452 0.695  0.21
H4 -1.547 -1.981 -0.629  0.30
H5 -3.168 -1.454 -1.088  0.30
H6 -2.787 -2.153 0.517  0.29
H7 2.687 0.856 0.946  0.44
H8 2.428 0.547 -0.516  0.48
O3 2.730 0.071 0.395  -1.03
H9 0.938 -0.123 -0.524  0.56
H10 2.087 1.246 -2.397  0.44
O4 1.767 1.271 -1.498  -1.17

The value obtained for the gap between HOMO and LUMO is 3.57 eV.

***

entry i wins, 5.321 eV ahead of the next structure.

***

Entry i
This record from the OMol25 dataset describes a 5-piece molecular cluster, C2H15NO5 overall. The level of theory is the ωB97M-V functional and the def2-TZVPD basis.

Each line ends with the natural charge from an NBO analysis.
Atoms and positions in Å:
C1 -2.954 0.947 1.846  -0.43
N1 -3.272 0.713 0.416  -0.66
C2 -2.135 1.103 -0.419  0.10
O1 -1.036 0.253 -0.181  -0.73
H1 -2.557 1.951 1.993  0.17
H2 -2.228 0.241 2.250  0.20
H3 -3.808 0.894 2.531  0.21
H4 -4.128 1.101 0.053  0.37
H5 -2.548 1.125 -1.451  0.16
H6 -1.711 2.058 -0.090  0.14
H7 -1.374 -0.640 -0.034  0.47
O2 -2.042 -4.832 2.618  -0.95
H8 -2.423 -3.973 2.812  0.47
H9 -1.109 -4.878 2.841  0.48
O3 4.505 -0.181 -4.234  -1.02
H10 4.055 -0.460 -3.426  0.52
H11 5.359 0.223 -4.388  0.50
O4 2.620 2.537 0.845  -0.98
H12 2.033 2.115 0.217  0.49
H13 3.326 3.137 0.584  0.50
O5 2.879 -0.353 -0.792  -0.97
H14 3.081 0.242 -0.067  0.49
H15 2.059 -0.148 -1.249  0.48

Its SMILES is CNCO.O.O.O.O. The value obtained for the gap between HOMO and LUMO is 9.94 eV.

***

Entry ii
This record from the OMol25 dataset describes a 5-piece molecular cluster, C2H15NO5 overall. The level of theory is the ωB97M-V functional and the def2-TZVPD basis.

Each line ends with the natural charge from an NBO analysis.
Atoms and positions in Å:
C1 0.606 -2.171 1.275  -0.42
N1 0.390 -0.981 0.488  -0.71
C2 0.270 0.258 1.241  0.10
O1 -0.444 1.252 0.458  -0.80
H1 1.116 -2.923 0.676  0.20
H2 -0.274 -2.583 1.785  0.19
H3 1.263 -1.967 2.129  0.19
H4 -0.547 -0.977 0.050  0.42
H5 -0.302 0.191 2.176  0.15
H6 1.243 0.715 1.453  0.16
H7 0.262 1.769 0.043  0.50
O2 2.272 -0.248 -1.292  -1.00
H8 2.301 -0.779 -2.088  0.47
H9 1.443 -0.526 -0.843  0.50
O3 1.511 2.199 -0.729  -0.97
H10 1.839 1.438 -1.196  0.51
H11 2.183 2.850 -0.666  0.49
O4 -3.062 1.456 -0.453  -0.98
H12 -3.169 1.981 -1.256  0.47
H13 -2.131 1.537 -0.155  0.51
O5 -2.224 -1.160 -0.803  -0.96
H14 -2.616 -0.309 -0.591  0.50
H15 -1.930 -1.023 -1.701  0.46

Its SMILES is CNCO.O.O.O.O. The value obtained for the gap between HOMO and LUMO is 9.98 eV.

***

entry ii wins, 1.604 eV ahead of the next structure.